Record 1
Molecular formula: C15H17N3O3S2
Method: DFT, wB97M-V/def2-TZVPD

Geometry (Å):
C1 3.040381 3.313493 4.173628
C2 2.094549 2.441497 3.361655
O1 2.403600 1.051169 3.507755
C3 3.372729 0.568190 2.743204
O2 4.042016 1.202453 1.975599
C4 3.542323 -0.920760 3.008541
S1 3.981251 -1.786200 1.475220
C5 2.710000 -1.177600 0.482622
N1 1.763347 -0.413368 0.904116
N2 0.903905 -0.048455 -0.037450
C6 1.163302 -0.522950 -1.205022
N3 0.466497 -0.318827 -2.351855
C7 -0.657180 0.458327 -2.609102
O3 -1.014093 0.568045 -3.755487
C8 -1.354847 1.080507 -1.434536
C9 -2.134982 0.013816 -0.640043
C10 -2.912053 -0.876369 -1.569123
C11 -4.101615 -0.439097 -2.136513
C12 -4.790181 -1.236714 -3.031998
C13 -4.296677 -2.484314 -3.372799
C14 -3.113941 -2.931003 -2.810231
C15 -2.427098 -2.130424 -1.915129
S2 2.616934 -1.549225 -1.232698
H1 4.055735 3.211939 3.798529
H2 3.017999 3.021001 5.220717
H3 2.737766 4.353132 4.089263
H4 1.066050 2.535755 3.714219
H5 2.150861 2.700925 2.300102
H6 4.376771 -1.086229 3.690295
H7 2.625376 -1.338089 3.420389
H8 0.852968 -0.747313 -3.185800
H9 -2.047161 1.822662 -1.833577
H10 -0.629336 1.557663 -0.776443
H11 -1.432792 -0.576107 -0.051428
H12 -2.809809 0.526785 0.047175
H13 -4.489764 0.534843 -1.874607
H14 -5.713136 -0.883242 -3.467824
H15 -4.831831 -3.106628 -4.074648
H16 -2.723832 -3.904340 -3.070585
H17 -1.504031 -2.484947 -1.476131

Atoms 1-6, force components in eV/Å:
C -0.1 -0.3 -0.2
C 0.1 0.5 -0.1
O -0.1 -0.1 0.4
C 0.2 -0.2 0.0
O 0.1 0.2 0.1
C -0.1 -0.1 -0.5

The value obtained for the HOMO energy is -8.7 eV. Its total charge is 0. For the relative energy (zero: lowest compared OMol25 entry of this formula, charge and spin), the calculation gives 31.0 kcal per mole. The LUMO energy comes out at 0.426 eV. The calculation puts the total energy at -1768.16792 hartree.


Record 2
Molecular formula: H24O12
Method: DFT, wB97M-V/def2-TZVPD

Geometry (Å):
O1 2.009255 -1.953113 -0.155705
H1 1.642932 -2.419592 -0.948384
H2 2.856833 -1.554824 -0.357679
O2 -2.940235 1.404859 0.837475
H3 -3.760365 0.897305 0.843854
H4 -2.496207 1.300452 0.002976
O3 1.244206 0.945657 -3.001809
H5 1.428446 0.064150 -3.305673
H6 0.285664 1.005249 -2.811626
O4 2.516375 1.407802 -0.581347
H7 2.295487 1.271619 -1.504542
H8 1.821949 1.018547 -0.124885
O5 1.457201 -0.064097 2.195436
H9 2.364102 -0.257274 1.940420
H10 1.331119 -0.619404 2.933696
O6 -0.067333 -0.013670 0.059959
H11 0.291967 -0.375324 0.890925
H12 0.426727 -0.510755 -0.624974
O7 -0.366081 -2.957194 1.235249
H13 0.148586 -2.245227 0.812299
H14 0.209386 -3.710270 1.297064
O8 -2.756720 -0.081650 -1.781441
H15 -3.391157 -0.259379 -1.091467
H16 -1.969522 -0.560665 -1.460336
O9 -0.783124 2.664550 -0.894075
H17 -0.020983 3.245221 -1.218538
H18 -0.307362 1.998309 -0.435598
O10 -0.156284 -1.825471 -1.913750
H19 0.060772 -1.720338 -2.851270
H20 -0.779626 -2.610361 -1.859366
O11 0.760907 2.705954 2.102574
H21 1.137771 3.277730 2.757386
H22 0.998744 1.805167 2.338562
O12 -1.527346 -0.415355 2.468840
H23 -2.305091 -0.888203 2.557844
H24 -1.660997 0.029593 1.647906

Atoms 1-6, force components in eV/Å:
O -0.5 -0.8 -0.5
H 0.7 0.8 0.8
H 0.1 0.0 -0.4
O -0.4 0.0 1.1
H 0.2 0.2 -0.3
H 0.1 0.1 -0.9

The value obtained for the HOMO energy is -10.4 eV. Its total charge is 0. For the relative energy (zero: lowest compared OMol25 entry of this formula, charge and spin), the calculation gives 49.2 kcal per mole. The LUMO energy comes out at -0.529 eV. The calculation puts the total energy at -917.24696 hartree.


Record 3
Molecular formula: C4H10NO3
Method: DFT, wB97M-V/def2-TZVPD

Geometry (Å):
C1 -1.104090 -0.177550 0.192309
O1 -1.902710 0.836089 0.664556
C2 0.354053 0.065817 0.589393
C3 1.278072 -0.910792 -0.142799
C4 2.458881 -0.357569 -0.881275
O2 3.281570 -1.080341 -1.406627
N1 0.539024 -0.095075 2.018393
H1 -1.427398 -1.168641 0.603630
H2 -1.268369 -0.298286 -0.903729
H3 0.532581 1.093281 0.288828
H4 1.523590 -1.852643 0.348858
H5 0.709892 -1.293954 -0.999194
H6 2.492591 0.719782 -1.125938
H7 0.389197 -1.018181 2.383160
H8 0.035302 0.575862 2.503365
H9 -3.179249 1.745216 -1.731292
H10 -2.979774 1.086287 -0.222771
O3 -3.667587 1.501918 -0.941538

Atoms 1-6, force components in eV/Å:
C -1.5 0.6 0.3
O 0.3 -0.5 0.2
C -0.4 -1.7 -0.2
C -0.3 0.3 -0.8
C 0.2 -0.9 -0.5
O 0.2 0.3 0.3

The value obtained for the HOMO energy is -3.6 eV. Its total charge is -1. For the relative energy (zero: lowest compared OMol25 entry of this formula, charge and spin), the calculation gives 63.3 kcal per mole. The LUMO energy comes out at 3.604 eV. The calculation puts the total energy at -438.88429 hartree.


Record 4
Molecular formula: C5H4S
Method: DFT, wB97M-V/def2-TZVPD

Geometry (Å):
C1 -0.297393 -1.355130 0.227242
C2 0.710862 -2.081864 -0.065188
C3 -1.370528 -0.452091 0.477844
C4 -0.791138 0.619139 -0.112374
C5 0.467181 -0.069528 -0.463068
S1 1.927737 0.673294 0.288718
H1 -2.144408 -0.559002 1.252748
H2 -0.976763 1.652085 -0.170344
H3 0.790540 -0.395139 -1.381476
H4 1.683909 1.968239 -0.054100

Atoms 1-6, force components in eV/Å:
C 0.8 -0.8 0.4
C -0.4 0.2 0.4
C -0.6 1.3 1.3
C -0.6 -1.7 0.4
C 1.1 0.3 0.6
S 0.4 0.2 0.6

The value obtained for the HOMO energy is -9.4 eV. Its total charge is 0. For the relative energy (zero: lowest compared OMol25 entry of this formula, charge and spin), the calculation gives 104.9 kcal per mole. The LUMO energy comes out at 0.385 eV. The calculation puts the total energy at -590.88426 hartree.


Record 5
Molecular formula: C5H21NO7
Method: DFT, wB97M-V/def2-TZVPD

Geometry (Å):
O1 0.190190 -4.186525 1.927112
C1 0.114784 -3.060802 2.292809
C2 1.376467 -2.224923 2.352340
C3 1.252634 -0.715994 1.818175
C4 1.569951 -0.353266 0.307248
N1 1.481553 1.087699 0.139145
C5 0.218856 1.705793 0.119922
O2 0.105124 2.089238 -1.355029
H1 -0.787206 -2.560582 2.328757
H2 1.614546 -2.302582 3.384503
H3 2.192192 -2.768972 1.773930
H4 1.923070 -0.182359 2.430443
H5 0.146303 -0.285285 1.875054
H6 0.830341 -0.752210 -0.378837
H7 2.586031 -0.706297 -0.046039
H8 2.281104 1.584202 0.316964
H9 0.263597 2.722075 0.479975
H10 -0.730416 1.060309 0.367042
H11 0.627451 1.346785 -1.880286
O3 1.264664 -0.510377 -3.635438
H12 1.585872 -0.732020 -4.449393
H13 1.070553 -1.453400 -3.482921
O4 -2.135864 1.197270 -1.808520
H14 -1.979679 1.140039 -2.683305
H15 -1.386923 1.709036 -1.477948
O5 -3.170931 -0.700696 -0.194229
H16 -3.906317 -0.596213 -0.934699
H17 -2.388120 -0.088333 -0.577026
O6 -3.473886 0.731751 2.083098
H18 -3.997322 0.024176 1.658176
H19 -2.796362 0.553166 2.669716
O7 2.356733 3.336426 -2.068043
H20 2.553513 4.064114 -1.606697
H21 1.642502 2.848911 -1.675976

Atoms 1-6, force components in eV/Å:
O -0.5 -2.1 0.1
C 3.1 0.6 -2.1
C 0.0 0.6 -2.1
C -2.4 -1.2 -1.1
C 0.9 -0.4 0.7
N -1.9 -2.6 0.8

The value obtained for the HOMO energy is -9.5 eV. Its total charge is 0. For the relative energy (zero: lowest compared OMol25 entry of this formula, charge and spin), the calculation gives 117.4 kcal per mole. The LUMO energy comes out at 0.268 eV. The calculation puts the total energy at -784.39727 hartree.


Record 6
Molecular formula: C3H18O5
Method: DFT, wB97M-V/def2-TZVPD

Geometry (Å):
C1 -0.314102 0.109127 1.683190
C2 -1.690371 -0.552554 1.626580
C3 -2.000411 -1.327856 0.424591
H1 0.387203 -0.642565 1.186398
H2 0.015225 0.629553 2.574131
H3 -0.243682 1.060443 0.967707
H4 -2.577021 0.095630 1.731968
H5 -1.752889 -1.147473 2.685001
H6 -1.757396 -2.351436 0.600805
H7 -3.011914 -1.353070 0.014121
H8 -1.246486 -1.181445 -0.430862
O1 0.774168 2.489083 -1.901243
H9 1.341837 2.677184 -2.673172
H10 0.889000 3.113018 -1.118555
O2 0.946099 -3.260793 0.328737
H11 0.699366 -2.822181 -0.531303
H12 1.250023 -2.493543 0.800217
O3 2.961273 -0.710560 -0.264042
H13 3.902899 -0.569243 -0.545716
H14 2.325070 -1.019808 -0.939723
O4 -1.022561 3.489237 0.026430
H15 -1.987935 3.185412 -0.132965
H16 -0.596984 2.529318 -0.087674
O5 0.747541 -0.325880 -1.846535
H17 1.247648 -0.268188 -2.687878
H18 0.714399 0.648589 -1.490208

Atoms 1-6, force components in eV/Å:
C 0.4 1.5 -3.5
C -1.1 0.7 4.3
C 1.8 -1.9 -2.8
H -0.4 1.2 1.3
H 0.0 -0.9 0.6
H -0.3 -2.0 0.8

The value obtained for the HOMO energy is -10.4 eV. Its total charge is 0. For the relative energy (zero: lowest compared OMol25 entry of this formula, charge and spin), the calculation gives 42.1 kcal per mole. The LUMO energy comes out at 0.103 eV. The calculation puts the total energy at -501.21629 hartree.


- What is the total charge in the fifth record?
  0